[1]
Density functional theory data (wB97M-V/def2-TZVPD) for a molecular structure, C43H28BrClF4NO3P2SV.

- DFT total energy (hartree) = -7393.96038
- total charge = +2
- orbital gap (alpha / beta) (eV) = 7.03 / 7.82
- spin multiplicity = 3
- energy above the lowest of the compared OMol25 structures with the same formula, charge and spin (kcal per mole) = 8.4
- HOMO (alpha / beta) (Ha) = -0.5212 / -0.5200
- E_LUMO (alpha / beta) (eV) = -7.15 / -6.33
- ⟨S²⟩ = 2.034

Last column: Mulliken spin population.
Positions of all 85 atoms, in Å:
V 0.226 -0.104 -0.017  2.057
Cl 1.324 1.720 -1.338  -0.002
C 2.399 0.942 -2.505  -0.009
C 2.823 1.725 -3.560  0.002
C 3.744 1.180 -4.441  0.000
C 4.232 -0.107 -4.245  0.000
C 3.782 -0.866 -3.181  -0.001
C 2.824 -0.358 -2.297  0.004
P 2.240 -1.328 -0.890  -0.029
C 3.759 -1.599 0.073  0.001
C 3.973 -2.750 0.831  -0.008
C 5.196 -2.952 1.452  0.003
C 6.213 -2.019 1.314  -0.006
C 5.997 -0.866 0.575  0.002
C 4.772 -0.645 -0.032  -0.004
C 1.676 -2.932 -1.517  -0.008
C 1.664 -3.241 -2.876  -0.003
C 1.295 -4.511 -3.297  0.001
C 0.928 -5.475 -2.371  -0.003
C 0.891 -5.160 -1.019  0.003
C 1.248 -3.892 -0.594  -0.001
H 2.449 2.730 -3.687  0.000
H 4.091 1.771 -5.277  0.000
H 4.969 -0.515 -4.922  0.000
H 4.179 -1.861 -3.021  0.000
H 3.219 -3.516 0.914  0.000
H 5.361 -3.856 2.023  0.000
H 7.175 -2.195 1.776  0.000
H 6.786 -0.134 0.464  0.000
H 4.627 0.258 -0.613  0.001
H 1.945 -2.505 -3.616  0.000
H 1.306 -4.746 -4.352  0.000
H 0.658 -6.469 -2.702  0.000
H 0.584 -5.901 -0.294  0.000
H 1.177 -3.653 0.459  0.003
F -2.399 1.301 6.846  0.000
C -1.684 1.358 5.739  0.000
C -0.405 1.887 5.762  0.000
F 0.104 2.349 6.892  0.000
C 0.332 1.950 4.588  -0.006
F 1.526 2.541 4.656  0.000
C -0.165 1.467 3.382  -0.030
P 0.735 1.633 1.812  0.037
C 0.375 3.324 1.298  -0.021
C 0.885 4.408 2.016  -0.004
C 0.515 5.696 1.666  0.000
C -0.362 5.908 0.609  0.000
C -0.877 4.833 -0.100  0.001
C -0.513 3.540 0.245  -0.001
C 2.486 1.448 2.204  0.000
C 3.443 2.345 1.735  -0.005
C 4.761 2.218 2.149  0.002
C 5.125 1.194 3.010  -0.004
C 4.184 0.260 3.427  0.003
C 2.868 0.380 3.019  -0.003
C -1.473 0.980 3.380  -0.010
Br -2.327 0.457 1.785  0.006
C -2.222 0.917 4.537  -0.001
F -3.463 0.454 4.525  0.000
H 1.556 4.250 2.850  0.000
H 0.908 6.536 2.222  0.000
H -0.647 6.916 0.341  0.000
H -1.565 4.998 -0.918  0.000
H -0.936 2.709 -0.310  0.022
H 3.159 3.164 1.087  0.001
H 5.498 2.935 1.815  0.000
H 6.147 1.117 3.354  0.000
H 4.473 -0.548 4.085  0.000
H 2.131 -0.327 3.385  -0.001
O -0.326 0.310 -3.672  0.001
C -0.847 -0.501 -2.963  0.036
N -1.014 -0.333 -1.557  -0.023
S -1.772 -1.604 -0.888  -0.010
O -0.783 -1.859 0.229  0.010
O -3.106 -1.424 -0.430  0.002
C -1.743 -2.641 -2.289  0.007
C -2.268 -3.909 -2.440  0.001
C -2.356 -4.393 -3.740  0.000
C -1.959 -3.617 -4.827  -0.001
C -1.451 -2.336 -4.651  0.000
C -1.349 -1.850 -3.361  -0.012
H -2.611 -4.490 -1.596  0.000
H -2.760 -5.381 -3.911  0.000
H -2.062 -4.017 -5.826  0.000
H -1.156 -1.719 -5.490  0.000

[2]
Density functional theory data (wB97M-V/def2-TZVPD) for a molecular structure, C27H31N2O2P2PdS2.

- DFT total energy (hartree) = -2914.56777
- total charge = -1
- orbital gap (eV) = 5.64
- energy above the lowest of the compared OMol25 structures with the same formula, charge and spin (kcal per mole) = 0.0
- HOMO (Ha) = -0.1264
- E_LUMO (eV) = 2.20

Last column: natural (NBO) charge in e.
Positions of all 67 atoms, in Å:
Pd -0.884 0.333 1.344  0.203
O 5.837 0.343 1.684  -0.715
C 5.464 0.419 0.317  -0.079
C 4.043 -0.040 0.138  -0.002
C 3.544 -0.249 -1.140  -0.283
C 2.227 -0.665 -1.269  0.048
N 1.404 -0.845 -0.247  -0.394
C 1.867 -0.606 0.980  0.213
C 3.193 -0.236 1.213  -0.268
C 0.915 -0.774 2.129  0.095
C 1.260 -0.262 3.418  -0.259
C 0.611 -0.716 4.530  -0.059
C 0.892 -0.150 5.898  -0.072
O 1.410 1.172 5.874  -0.719
C -0.384 -1.703 4.367  -0.269
C -0.671 -2.143 3.101  0.031
N -0.033 -1.735 1.985  -0.484
H 6.712 0.727 1.782  0.469
H 6.121 -0.204 -0.301  0.167
H 5.545 1.450 -0.046  0.172
H 4.164 -0.108 -2.017  0.204
H 1.810 -0.861 -2.252  0.188
H 3.565 -0.102 2.217  0.237
H 2.005 0.518 3.504  0.217
H 1.641 -0.753 6.417  0.180
H -0.028 -0.192 6.493  0.161
H 0.865 1.678 5.261  0.470
H -0.936 -2.086 5.216  0.198
H -1.456 -2.875 2.939  0.190
C -0.491 3.077 -0.670  -0.960
P -0.233 2.469 1.033  0.899
C 1.543 2.905 1.233  -0.949
C -0.973 3.847 1.994  -0.956
H -0.134 4.103 -0.795  0.199
H -1.556 3.017 -0.899  0.273
H 0.038 2.414 -1.358  0.231
H 1.721 3.956 0.986  0.206
H 2.148 2.278 0.577  0.230
H 1.864 2.723 2.261  0.221
H -0.558 4.815 1.697  0.202
H -0.790 3.688 3.058  0.217
H -2.049 3.850 1.816  0.264
S -4.202 2.783 0.345  -0.712
P -4.058 0.810 0.504  1.149
S -2.720 -0.221 -0.563  -0.660
C -5.735 0.111 0.184  -0.383
C -6.830 0.628 0.876  -0.129
C -8.100 0.120 0.664  -0.244
C -8.296 -0.907 -0.254  -0.221
C -7.214 -1.420 -0.950  -0.224
C -5.936 -0.917 -0.727  -0.202
C -3.875 0.354 2.277  -0.402
C -3.609 1.315 3.244  -0.199
C -3.472 0.952 4.578  -0.218
C -3.621 -0.372 4.958  -0.220
C -3.896 -1.338 3.997  -0.244
C -4.013 -0.979 2.665  -0.136
H -6.675 1.444 1.572  0.220
H -8.943 0.528 1.210  0.201
H -9.291 -1.301 -0.424  0.199
H -7.360 -2.218 -1.669  0.202
H -5.079 -1.317 -1.255  0.242
H -3.525 2.349 2.935  0.242
H -3.252 1.711 5.321  0.201
H -3.524 -0.655 6.000  0.200
H -4.008 -2.376 4.288  0.203
H -4.196 -1.734 1.908  0.219

[3]
Density functional theory data (wB97M-V/def2-TZVPD) for 2 unconnected molecules or ions with the total composition C3H7OS.

- DFT total energy (hartree) = -591.83309
- total charge = 0
- orbital gap (alpha / beta) (eV) = 10.23 / 7.00
- spin multiplicity = 2
- energy above the lowest of the compared OMol25 structures with the same formula, charge and spin (kcal per mole) = 18.0
- HOMO (alpha / beta) (Ha) = -0.3485 / -0.3468
- E_LUMO (alpha / beta) (eV) = 0.75 / -2.44
- ⟨S²⟩ = 0.753

Last column: natural (NBO) charge in e.
Positions of all 12 atoms, in Å:
C -0.646 -2.589 0.289  -0.811
S 0.878 -1.694 0.606  0.140
H -0.951 -2.463 -0.756  0.235
H -1.434 -2.107 0.875  0.250
H -0.682 -3.666 0.432  0.227
C 0.511 2.639 0.316  -0.486
C 0.115 1.663 -0.500  0.138
O 0.893 0.894 -1.353  -0.736
H -0.296 3.076 0.886  0.208
H 1.556 2.799 0.509  0.210
H -0.930 1.341 -0.524  0.147
H 0.987 0.106 -0.780  0.478

[4]
Density functional theory data (wB97M-V/def2-TZVPD) for a gas-phase ion, C5H12NO (charge -1).

- DFT total energy (hartree) = -327.69497
- total charge = -1
- orbital gap (eV) = 6.66
- energy above the lowest of the compared OMol25 structures with the same formula, charge and spin (kcal per mole) = 0.7
- HOMO (Ha) = -0.0947
- SMILES = C[C@@H](N)CCC[O-]
- E_LUMO (eV) = 4.09

Last column: natural (NBO) charge in e.
Positions of all 19 atoms, in Å:
C -1.825 0.546 -1.354  -0.601
C -0.811 0.090 -0.324  -0.070
C 0.598 0.097 -0.882  -0.398
C 1.630 -0.308 0.200  -0.437
C 1.422 0.287 1.630  -0.017
O 0.447 -0.314 2.350  -0.974
N -1.119 -1.242 0.187  -0.892
H -1.695 1.620 -1.495  0.193
H -2.844 0.384 -0.998  0.189
H -1.660 0.032 -2.301  0.191
H -0.799 0.788 0.522  0.191
H 0.860 1.069 -1.320  0.175
H 0.725 -0.646 -1.667  0.183
H 1.503 -1.383 0.356  0.196
H 2.671 -0.112 -0.091  0.170
H 1.222 1.384 1.491  0.068
H 2.426 0.200 2.106  0.082
H -2.102 -1.237 0.473  0.322
H -0.648 -1.255 1.118  0.428

[5]
Density functional theory data (wB97M-V/def2-TZVPD) for 6 unconnected molecules or ions with the total composition C19H56BrN3O20P5.

- DFT total energy (hartree) = -6707.49389
- total charge = +1
- orbital gap (eV) = 6.84
- HOMO (Ha) = -0.4274
- E_LUMO (eV) = -4.79

Last column: Mulliken charge in e.
Positions of all 104 atoms, in Å:
C 2.080 7.925 2.000  -1.078
C 2.948 6.536 1.938  0.075
Br 4.547 6.937 0.740  -0.094
C 2.175 5.257 1.270  -0.834
N 1.446 4.358 2.241  -0.140
C 2.343 3.794 3.319  0.328
N 3.658 3.148 2.943  -0.324
N 1.913 3.952 4.642  -0.382
H 1.295 7.893 2.869  0.334
H 1.573 8.141 0.958  0.305
H 2.851 8.803 2.223  0.330
H 3.403 6.352 3.000  0.253
H 2.943 4.688 0.563  0.363
H 1.342 5.706 0.542  0.402
H 0.567 4.777 2.614  0.347
H 4.006 2.507 3.711  0.378
H 4.372 3.933 2.944  0.287
H 1.059 4.533 4.841  0.239
H 2.423 3.534 5.461  0.260
C 4.739 -4.400 1.120  -0.669
O 5.004 -3.088 0.669  -0.329
P 4.425 -1.884 1.571  0.781
O 4.697 -2.004 3.036  -0.706
O 2.863 -1.832 1.174  0.038
C 2.512 -1.898 -0.193  -0.568
O 5.030 -0.565 0.871  -0.351
C 4.839 0.662 1.547  -0.790
H 4.686 -5.062 0.252  0.261
H 5.550 -4.730 1.773  0.264
H 3.788 -4.453 1.658  0.307
H 2.264 -2.931 -0.449  0.084
H 3.321 -1.549 -0.841  0.393
H 1.633 -1.271 -0.363  0.269
H 4.031 0.601 2.281  0.296
H 4.590 1.432 0.814  0.322
H 5.768 0.938 2.053  0.350
C -4.095 -3.253 0.265  -0.571
O -3.730 -2.039 0.890  -0.324
P -2.186 -1.887 1.327  0.856
O -1.192 -2.257 0.275  -0.506
O -2.091 -2.753 2.685  -0.224
C -3.101 -2.591 3.660  -0.657
O -2.091 -0.366 1.849  -0.364
C -0.801 0.129 2.143  -0.622
H -5.142 -3.462 0.495  0.163
H -3.978 -3.153 -0.816  0.268
H -3.484 -4.086 0.626  0.337
H -3.849 -3.378 3.532  0.238
H -3.587 -1.614 3.588  0.342
H -2.653 -2.688 4.652  0.255
H -0.079 -0.678 2.291  0.339
H -0.852 0.725 3.057  0.232
H -0.468 0.768 1.320  0.237
C 4.492 8.054 -2.059  -0.575
O 3.765 8.807 -3.008  -0.292
P 4.602 9.409 -4.247  1.015
O 5.510 8.437 -4.929  -0.671
O 5.340 10.696 -3.614  -0.293
C 4.587 11.573 -2.802  -0.623
O 3.467 10.057 -5.189  -0.311
C 3.878 10.518 -6.460  -0.674
H 4.007 8.159 -1.086  -0.020
H 4.487 7.001 -2.350  0.355
H 5.524 8.408 -1.975  0.402
H 4.740 11.308 -1.752  0.220
H 3.519 11.531 -3.033  0.329
H 4.940 12.595 -2.963  0.272
H 4.960 10.674 -6.506  0.345
H 3.379 11.466 -6.668  0.253
H 3.584 9.787 -7.217  0.251
C 0.450 -4.704 -1.372  -0.911
O -0.323 -5.540 -2.210  -0.212
P 0.482 -6.634 -3.078  0.989
O 1.484 -7.436 -2.312  -0.685
O 1.092 -5.773 -4.298  -0.297
C 0.249 -4.853 -4.962  -0.606
O -0.688 -7.493 -3.777  -0.310
C -0.295 -8.657 -4.477  -0.683
H -0.061 -3.743 -1.272  0.364
H 0.542 -5.164 -0.386  0.322
H 1.445 -4.529 -1.792  0.425
H 0.405 -3.858 -4.539  0.208
H -0.806 -5.124 -4.869  0.321
H 0.514 -4.833 -6.022  0.267
H 0.769 -8.641 -4.728  0.343
H -0.872 -8.722 -5.401  0.255
H -0.510 -9.533 -3.860  0.252
C -7.644 -6.520 3.806  -0.675
O -8.110 -6.896 2.525  -0.297
P -8.356 -5.704 1.468  0.893
O -7.237 -4.719 1.354  -0.509
O -9.768 -5.076 1.929  -0.288
C -10.831 -5.956 2.232  -0.671
O -8.721 -6.481 0.105  -0.316
C -8.821 -5.699 -1.068  -0.665
H -8.008 -7.247 4.536  0.248
H -6.552 -6.524 3.810  0.249
H -8.010 -5.528 4.088  0.323
H -10.860 -6.121 3.312  0.238
H -10.724 -6.918 1.722  0.341
H -11.771 -5.496 1.919  0.264
H -8.962 -4.639 -0.840  0.332
H -9.676 -6.048 -1.651  0.256
H -7.911 -5.826 -1.661  0.250

[6]
Density functional theory data (wB97M-V/def2-TZVPD) for a molecular structure, C3H11N3O.

- DFT total energy (hartree) = -360.24008
- total charge = 0
- orbital gap (eV) = 8.83
- energy above the lowest of the compared OMol25 structures with the same formula, charge and spin (kcal per mole) = 123.8
- HOMO (Ha) = -0.2928
- E_LUMO (eV) = 0.86

Last column: natural (NBO) charge in e.
Positions of all 18 atoms, in Å:
C 0.136 -0.504 -0.704  0.094
C -2.067 0.696 -0.833  -0.019
C 2.177 -1.536 0.778  -0.244
N -0.082 0.793 -1.033  -0.353
N 0.324 1.658 -0.029  -0.710
N -2.293 0.789 0.507  -0.803
O 1.852 -0.396 0.059  -0.689
H 0.868 1.101 0.689  0.386
H 0.978 2.328 -0.417  0.374
H -0.198 -0.900 0.265  0.130
H 0.056 -1.193 -1.543  0.198
H -1.628 1.432 0.964  0.404
H -2.311 -0.093 1.005  0.370
H -2.146 1.627 -1.378  0.205
H -2.468 -0.183 -1.325  0.195
H 2.489 -2.374 0.129  0.150
H 1.317 -1.918 1.377  0.133
H 2.995 -1.326 1.490  0.178